{"formula": "C40H37AsIrN7OS3Si", "method": "the ωB97M-V functional and the def2-TZVPD basis", "multiplicity": 2, "homo_ev": [-10.0, -10.1], "energy_ha": -5828.9016, "e_above_lowest_kj_mol": 372.5, "max_force_ha_per_bohr": 0.0500, "total_charge": 1, "orbital_gap_ev": [5.170, 5.718], "elements": ["Ir", "C", "Si", "C", "C", "N", "C", "C", "C", "C", "C", "C", "O", "C", "C", "C", "C", "C", "C", "H", "H", "H", "H", "H", "H", "H", "H", "H", "H", "H", "H", "H", "H", "H", "H", "H", "H", "C", "C", "N", "N", "C", "S", "N", "N", "H", "H", "H", "H", "H", "H", "S", "C", "S", "C", "C", "N", "C", "N", "C", "C", "C", "C", "C", "C", "As", "C", "C", "C", "C", "C", "C", "C", "C", "C", "C", "C", "C", "H", "H", "H", "H", "H", "H", "H", "H", "H", "H", "H", "H", "H"], "positions_angstrom": [[-0.024, -0.203, -0.084], [4.538, -0.380, 1.212], [2.851, -1.197, 1.330], [2.677, -2.368, -0.134], [2.690, -2.191, 2.904], [1.550, 0.028, 1.267], [1.468, 1.020, 2.239], [2.447, 1.172, 3.239], [2.336, 2.121, 4.237], [1.250, 2.980, 4.268], [0.289, 2.883, 3.277], [0.409, 1.924, 2.290], [-0.499, 1.799, 1.257], [-1.763, 2.379, 1.436], [-2.604, 1.918, 2.433], [-3.873, 2.463, 2.547], [-4.285, 3.462, 1.671], [-3.421, 3.924, 0.691], [-2.146, 3.384, 0.573], [5.273, -1.128, 0.899], [4.881, 0.037, 2.159], [4.554, 0.428, 0.481], [3.129, -3.330, 0.129], [3.180, -1.999, -1.028], [1.636, -2.560, -0.384], [3.519, -2.899, 2.986], [1.760, -2.764, 2.898], [2.690, -1.567, 3.798], [3.307, 0.520, 3.227], [3.100, 2.184, 5.001], [1.146, 3.714, 5.055], [-0.558, 3.557, 3.269], [-2.269, 1.137, 3.104], [-4.540, 2.109, 3.322], [-5.280, 3.879, 1.758], [-3.730, 4.716, 0.021], [-1.449, 3.741, -0.178], [-2.462, -3.492, -3.814], [-2.565, -2.037, -3.557], [-3.438, -1.227, -4.050], [-3.163, -0.018, -3.472], [-2.143, -0.056, -2.621], [-1.533, 1.193, -1.673], [-1.735, -1.344, -2.683], [-0.671, -1.828, -1.938], [-3.112, -3.746, -4.647], [-2.800, -4.050, -2.937], [-1.440, -3.790, -4.047], [-3.732, 0.785, -3.684], [0.143, -1.971, -2.529], [-0.921, -2.709, -1.493], [-0.407, -2.390, 1.182], [-2.070, -2.263, 0.841], [-2.443, -0.653, 0.431], [-2.960, -3.292, 0.802], [-2.582, -4.616, 1.186], [-2.275, -5.685, 1.481], [-4.264, -3.060, 0.258], [-5.272, -2.853, -0.259], [5.885, -0.430, -4.381], [4.762, -0.065, -5.106], [3.561, 0.200, -4.460], [3.485, 0.113, -3.073], [4.613, -0.256, -2.350], [5.809, -0.523, -2.999], [1.813, 0.546, -2.121], [2.056, 2.387, -1.580], [2.688, 2.850, -0.437], [2.691, 4.211, -0.163], [2.058, 5.095, -1.029], [1.420, 4.629, -2.171], [1.409, 3.268, -2.452], [0.742, 2.630, -3.607], [0.028, 3.286, -4.603], [-0.573, 2.560, -5.623], [-0.458, 1.175, -5.667], [0.237, 0.512, -4.663], [0.826, 1.236, -3.638], [6.816, -0.643, -4.891], [4.812, 0.021, -6.184], [2.701, 0.484, -5.047], [4.568, -0.334, -1.281], [6.681, -0.806, -2.424], [3.167, 2.161, 0.246], [3.186, 4.580, 0.726], [2.067, 6.156, -0.815], [0.932, 5.330, -2.837], [-0.068, 4.364, -4.587], [-1.127, 3.079, -6.394], [-0.901, 0.616, -6.482], [0.325, -0.570, -4.695]]}

=====

{"formula": "C5H11O3", "method": "the ωB97M-V functional and the def2-TZVPD basis", "homo_ev": -2.7, "energy_ha": -422.7247, "e_above_lowest_kj_mol": 496.2, "max_force_ha_per_bohr": 0.0833, "total_charge": -1, "orbital_gap_ev": 6.408, "elements": ["C", "O", "C", "C", "C", "C", "O", "H", "H", "H", "H", "H", "H", "H", "H", "H", "H", "H", "O"], "positions_angstrom": [[-1.303, -1.003, -0.192], [-2.859, -1.498, -0.696], [-1.537, 0.464, -0.030], [-0.346, 1.267, 0.618], [0.944, 1.255, -0.148], [2.155, 0.959, 0.475], [3.320, 0.927, -0.006], [-1.023, -1.316, 0.838], [-0.561, -1.339, -0.910], [-2.357, 0.629, 0.684], [-1.851, 0.995, -0.925], [-0.832, 2.244, 0.654], [-0.123, 0.770, 1.565], [0.990, 1.526, -1.204], [-2.105, -1.984, -0.147], [2.000, 0.870, 1.578], [2.252, -1.576, -1.360], [1.616, -1.252, -0.056], [1.620, -1.940, -0.738]]}

=====

{"formula": "C41H52BrN8O2Tl", "method": "the ωB97M-V functional and the def2-TZVPD basis", "multiplicity": 2, "homo_ev": [-9.6, -9.6], "energy_ha": -4928.2537, "e_above_lowest_kj_mol": 304.0, "max_force_ha_per_bohr": 0.0717, "total_charge": 1, "orbital_gap_ev": [7.658, 5.665], "elements": ["Tl", "C", "N", "C", "C", "N", "C", "C", "C", "C", "C", "C", "N", "C", "N", "C", "C", "C", "C", "C", "C", "N", "H", "H", "H", "H", "H", "H", "H", "H", "H", "H", "H", "H", "H", "H", "H", "C", "C", "C", "C", "C", "C", "C", "Br", "C", "O", "C", "C", "C", "C", "C", "C", "H", "H", "H", "H", "H", "H", "H", "H", "H", "H", "H", "H", "H", "H", "H", "H", "H", "H", "H", "H", "O", "N", "C", "C", "C", "C", "C", "H", "H", "H", "H", "H", "C", "C", "N", "C", "C", "N", "C", "C", "H", "H", "H", "H", "H", "H", "H", "H", "H", "H", "H", "H"], "positions_angstrom": [[-0.767, 1.073, -1.847], [-2.911, 4.135, -1.770], [-2.248, 3.383, -0.625], [-3.094, 2.781, 0.353], [-3.707, 1.486, -0.075], [-3.274, 0.613, -0.917], [-4.221, -0.433, -1.018], [-4.250, -1.657, -1.770], [-5.338, -2.519, -1.452], [-6.313, -2.244, -0.470], [-6.235, -1.001, 0.238], [-5.251, -0.134, -0.096], [-4.894, 1.073, 0.461], [-1.989, 4.073, -2.957], [-1.960, 3.141, -3.801], [-0.782, 3.431, -4.574], [-0.164, 2.602, -5.480], [1.062, 3.038, -5.979], [1.672, 4.219, -5.570], [1.038, 5.017, -4.657], [-0.185, 4.577, -4.118], [-0.963, 5.003, -3.046], [-3.904, 3.635, -1.912], [-3.048, 5.154, -1.511], [-1.579, 4.000, -0.199], [-2.499, 2.589, 1.268], [-3.943, 3.474, 0.642], [-3.668, -1.760, -2.719], [-5.374, -3.380, -2.110], [-7.064, -3.001, -0.329], [-7.022, -0.770, 0.962], [-5.335, 1.631, 1.195], [-0.510, 1.609, -5.709], [1.648, 2.401, -6.573], [2.578, 4.637, -6.080], [1.445, 5.973, -4.351], [-1.043, 5.989, -2.784], [2.673, 0.514, 6.747], [2.085, -0.768, 6.088], [3.154, -1.704, 5.470], [1.180, -1.481, 7.020], [1.265, -0.491, 4.849], [1.287, 0.785, 4.081], [0.582, 0.805, 2.902], [0.654, 2.415, 1.811], [-0.247, -0.297, 2.340], [-0.857, -0.158, 1.285], [-0.383, -1.446, 3.186], [0.391, -1.434, 4.338], [-1.271, -2.547, 2.784], [-1.271, -3.607, 3.872], [-0.615, -3.202, 1.534], [-2.696, -2.096, 2.450], [3.128, 0.279, 7.698], [1.878, 1.198, 7.021], [3.479, 1.049, 6.192], [3.642, -2.130, 6.349], [3.910, -1.076, 4.894], [2.658, -2.532, 4.951], [1.661, -1.604, 8.022], [1.047, -2.521, 6.662], [0.188, -1.051, 7.112], [1.925, 1.609, 4.381], [0.137, -2.346, 4.901], [-0.299, -4.072, 4.075], [-1.913, -4.458, 3.544], [-1.732, -3.186, 4.727], [0.399, -3.496, 1.814], [-0.590, -2.402, 0.792], [-1.089, -4.155, 1.224], [-3.079, -1.447, 3.282], [-3.367, -2.955, 2.386], [-2.837, -1.534, 1.505], [-0.998, -1.452, -1.627], [-0.317, -2.538, -1.746], [1.033, -2.511, -1.530], [1.784, -3.688, -1.652], [1.083, -4.860, -1.952], [-0.283, -4.888, -2.146], [-0.985, -3.722, -1.976], [1.388, -1.574, -1.198], [2.908, -3.584, -1.495], [1.637, -5.752, -1.898], [-0.777, -5.830, -2.397], [-2.074, -3.648, -2.060], [2.530, 0.939, -3.619], [3.886, 1.632, -4.019], [4.872, 1.553, -2.924], [5.087, 0.169, -2.510], [3.675, -0.357, -1.929], [2.601, 0.639, -2.196], [2.945, 1.876, -1.506], [4.398, 2.315, -1.823], [2.338, 0.038, -4.260], [1.642, 1.538, -3.781], [3.724, 2.660, -4.312], [4.318, 1.118, -4.873], [5.787, 0.208, -1.714], [5.438, -0.455, -3.318], [3.621, -0.580, -0.819], [3.341, -1.290, -2.433], [2.860, 1.689, -0.386], [2.195, 2.598, -1.875], [4.926, 2.058, -0.901], [4.434, 3.404, -2.026]]}

=====

{"formula": "C7H32O11", "method": "the ωB97M-V functional and the def2-TZVPD basis", "smiles": "C=C/C=C/C=C/C.O.O.O.O.O.O.O.O.O.O.O", "homo_ev": -8.6, "energy_ha": -1113.4578, "e_above_lowest_kj_mol": 326.6, "max_force_ha_per_bohr": 0.0369, "orbital_gap_ev": 8.628, "elements": ["C", "C", "C", "C", "C", "C", "C", "H", "H", "H", "H", "H", "H", "H", "H", "H", "H", "O", "H", "H", "O", "H", "H", "O", "H", "H", "O", "H", "H", "O", "H", "H", "O", "H", "H", "O", "H", "H", "O", "H", "H", "O", "H", "H", "O", "H", "H", "O", "H", "H"], "positions_angstrom": [[-3.394, -1.217, -1.450], [-2.599, -0.155, -1.397], [-1.963, 0.262, -0.121], [-0.636, 0.390, -0.074], [0.115, 0.853, 1.073], [1.275, 1.505, 1.032], [1.938, 2.141, 2.227], [-3.568, -1.794, -0.545], [-3.861, -1.630, -2.334], [-2.278, 0.372, -2.288], [-2.649, 0.474, 0.690], [-0.084, 0.137, -0.974], [-0.313, 0.695, 2.061], [1.709, 1.866, 0.109], [1.270, 2.965, 2.503], [1.931, 1.510, 3.118], [2.932, 2.522, 2.035], [1.723, -1.395, 4.080], [2.308, -0.658, 4.273], [2.243, -1.960, 3.502], [1.782, -1.918, 0.701], [2.217, -2.720, 0.393], [0.859, -2.210, 0.819], [-1.161, 0.301, 4.257], [-0.445, -0.296, 4.500], [-0.772, 1.130, 3.972], [-2.441, -2.266, 2.013], [-2.551, -1.961, 2.921], [-2.939, -3.083, 1.961], [1.868, 3.957, -0.661], [1.190, 4.205, -1.309], [2.447, 3.595, -1.353], [-3.159, 3.339, -0.425], [-2.571, 2.751, 0.058], [-3.938, 2.809, -0.604], [-0.561, -3.334, 0.320], [-0.565, -3.197, -0.638], [-1.088, -2.561, 0.554], [1.653, -1.183, -1.984], [1.362, -0.827, -1.131], [2.562, -1.439, -1.787], [1.203, 0.410, -4.121], [0.418, 0.546, -3.589], [1.593, -0.397, -3.738], [2.067, 2.718, -3.277], [2.515, 1.945, -2.930], [1.352, 2.478, -3.864], [0.375, -3.337, -3.198], [1.018, -2.792, -2.715], [-0.391, -3.545, -2.665]]}